Formula: C4H12
Source: the Open Molecules 2025 dataset
Level of theory: wB97M-V/def2-TZVPD

Energy above the lowest of the compared OMol25 structures with the same formula, charge and spin in eV: 0.375
Kohn-Sham gap in eV: 12.640
HOMO level in eV: -11.6

Positions of all 16 atoms, in Å:
C: -2.4774 0.8504 0.4587
C: 2.2117 -0.9538 0.9584
C: 2.9326 -1.1070 -0.4053
C: -2.6515 1.2375 -1.0032
H: -2.4954 1.6856 1.1515
H: 2.7925 -0.2375 -1.0490
H: 2.5289 -1.9718 -0.9215
H: -1.8237 0.9998 -1.6779
H: 2.0047 0.0958 1.1614
H: 1.3270 -1.5770 1.0626
H: -3.2875 0.1900 0.7835
H: -1.5931 0.2218 0.5852
H: -2.8568 2.3006 -1.1488
H: -3.4814 0.7120 -1.4840
H: 2.8629 -1.3345 1.7486
H: 4.0065 -1.1118 -0.2202